Molecular formula: C9H32O7
Method: DFT, ωB97M-V with the def2-TZVPD basis set

Calculated values
* total charge: -1
* gap between HOMO and LUMO (alpha / beta): 2.1 / 9.4 eV
* HOMO level (alpha / beta): 0.4 / -6.9 eV
* energy above the lowest of the compared OMol25 structures with the same formula, charge and spin: 55.5 kcal per mole
* spin multiplicity: 2
* ⟨S²⟩: 0.75
* E: -24180.90920 eV

Bonds (Å) are listed after each position.
Element x y z (Å)
1 C -12.5746 27.5320 3.3147  O2 1.387, H3 1.090, H4 1.090, H5 1.090
2 O -12.3077 28.6362 2.5191  C1 1.387, H6 0.960
3 H -12.0341 26.6679 2.9282  C1 1.090
4 H -12.3150 27.8333 4.3295  C1 1.090
5 H -13.6305 27.2710 3.2446  C1 1.090
6 H -11.4514 28.9492 2.8198  O2 0.960
7 C -17.2470 30.0989 1.9253  O8 1.422, H9 1.090, H10 1.090, H11 1.090
8 O -16.3390 30.8908 1.1692  C7 1.422, H12 0.960
9 H -16.6951 29.4499 2.6053  C7 1.090
10 H -17.9843 30.7296 2.4222  C7 1.090
11 H -17.8328 29.4809 1.2449  C7 1.090
12 H -15.5850 30.4129 0.8162  O8 0.960
13 C -13.4142 32.0150 3.5773  O14 1.398, H15 1.090, H16 1.090, H17 1.090
14 O -14.4051 32.4667 2.7004  C13 1.398, H18 0.960
15 H -12.5801 31.5302 3.0699  C13 1.090
16 H -13.0155 32.9115 4.0521  C13 1.090
17 H -13.7536 31.2584 4.2846  C13 1.090
18 H -14.9249 31.7202 2.3935  O14 0.960
19 C -9.6157 33.6190 2.4187  C20 1.513, H22 1.090, H23 1.090, H24 1.090
20 C -9.1606 32.5200 1.4839  C19 1.513, O21 1.322, H25 1.090, H26 1.090
21 O -8.2368 31.7114 1.9734  C20 1.322, H27 0.960
22 H -10.0180 34.3770 1.7466  C19 1.090
23 H -8.7760 34.0459 2.9672  C19 1.090
24 H -10.3676 33.2187 3.0988  C19 1.090
25 H -8.6799 33.0049 0.6343  C20 1.090
26 H -10.0261 31.9346 1.1735  C20 1.090
27 H -8.6411 30.8792 2.2298  O21 0.960
28 C -16.5729 29.8782 5.9993  C29 1.496, H31 1.090, H32 1.090, H33 1.090
29 C -18.0464 29.8784 6.2569  C28 1.496, O30 1.401, H34 1.090, H35 1.090
30 O -18.7884 29.6632 5.0880  C29 1.401, H36 0.960
31 H -15.9919 29.9938 6.9142  C28 1.090
32 H -16.5213 30.6395 5.2209  C28 1.090
33 H -16.2633 28.8982 5.6361  C28 1.090
34 H -18.3212 30.8365 6.6981  C29 1.090
35 H -18.2580 29.0834 6.9719  C29 1.090
36 H -19.2135 30.4882 4.8424  O30 0.960
37 C -12.5725 31.9443 7.8091  C38 1.531, H40 1.090, H41 1.090, H42 1.090
38 C -11.6969 32.9213 7.0202  C37 1.531, O39 1.432, H43 1.090, H44 1.090
39 O -12.1698 34.2330 7.3468  C38 1.432, H45 0.960
40 H -13.6222 32.0500 7.5353  C37 1.090
41 H -12.5235 32.3243 8.8295  C37 1.090
42 H -12.2708 30.9162 7.6085  C37 1.090
43 H -11.6976 32.6710 5.9593  C38 1.090
44 H -10.6578 32.8655 7.3446  C38 1.090
45 H -13.0073 34.3498 6.8923  O39 0.960
46 O -15.7102 34.8382 3.7441  H47 0.957, H48 0.957
47 H -15.2776 35.6528 3.4880  O46 0.957
48 H -15.1115 34.1483 3.4580  O46 0.957